[1]
A 7-piece molecular cluster, C30H68ClO26P4 overall in a non-equilibrium geometry, computed with wB97M-V/def2-TZVPD.

Output
- Energy relative to the best compared isomer or geometry (same formula, charge and spin): 5.9332 eV
- Net charge: -1

Positions of all 129 atoms, in Å:
Cl: 21.433 15.712 -9.908
P: 12.172 10.315 -13.203
P: 26.809 11.044 -4.599
P: 22.536 17.604 -0.956
P: 21.912 17.148 -17.760
O: 21.540 16.819 -19.337
O: 26.008 9.861 -5.028
O: 26.188 11.686 -3.248
O: 27.992 16.647 -13.042
O: 14.542 15.275 -7.613
O: 28.228 10.489 -4.096
O: 22.068 19.194 -1.071
O: 22.784 17.109 -2.448
O: 12.649 9.099 -12.547
O: 22.859 16.166 -17.182
O: 10.641 10.620 -13.093
O: 23.677 17.400 0.012
O: 14.019 12.939 -7.476
O: 27.069 12.286 -5.673
O: 20.139 15.499 -10.470
O: 20.537 17.381 -16.943
O: 28.493 14.566 -13.099
O: 12.999 11.517 -12.626
O: 21.536 14.750 -8.824
O: 21.244 16.868 -0.401
O: 22.521 18.642 -17.855
O: 21.562 17.101 -9.482
O: 15.822 13.902 -6.535
O: 22.414 15.416 -10.922
O: 12.526 10.403 -14.807
O: 30.074 16.002 -13.443
C: 29.932 11.516 -2.902
C: 24.197 19.693 -16.485
C: 20.613 17.358 -15.523
C: 26.607 13.608 -7.387
C: 24.911 12.122 -3.133
C: 14.411 11.575 -12.547
C: 21.729 16.746 -3.289
C: 21.290 17.943 -4.015
C: 13.877 9.261 -16.341
C: 22.969 20.075 -1.708
C: 20.515 17.469 0.686
C: 26.082 13.004 -6.073
C: 14.907 12.994 -12.620
C: 22.161 21.317 -2.179
C: 20.459 17.639 -19.987
C: 27.070 14.551 -13.090
C: 16.637 15.020 -6.543
C: 24.502 12.150 -1.623
C: 19.764 16.717 -20.941
C: 8.718 12.116 -13.195
C: 28.955 15.818 -13.143
C: 29.393 11.257 -4.187
C: 14.715 13.949 -7.272
C: 23.911 18.921 -17.729
C: 20.181 18.730 -15.168
C: 12.497 9.387 -15.633
C: 26.803 15.989 -12.675
C: 20.907 16.618 1.872
C: 15.645 16.039 -7.012
C: 9.893 11.535 -14.045
H: 9.059 13.142 -13.060
H: 26.464 16.207 -11.662
H: 24.326 11.152 -1.220
H: 29.198 12.225 -4.648
H: 17.526 14.949 -7.170
H: 21.621 17.078 -15.218
H: 14.611 11.336 -11.502
H: 20.799 17.602 -4.926
H: 12.126 8.460 -15.197
H: 29.158 12.032 -2.333
H: 21.094 21.150 -2.327
H: 23.594 12.745 -1.532
H: 23.356 19.624 -2.621
H: 20.892 18.520 -20.462
H: 24.797 13.172 -3.403
H: 14.059 9.769 -17.289
H: 15.389 13.254 -11.677
H: 20.885 16.312 -2.752
H: 8.492 11.518 -12.311
H: 25.918 13.803 -5.349
H: 27.091 12.944 -8.103
H: 24.265 19.610 -18.496
H: 20.080 16.517 -15.079
H: 20.627 18.537 0.869
H: 23.760 20.268 -0.983
H: 22.615 21.809 -3.039
H: 24.477 18.001 -17.875
H: 22.185 16.031 -3.972
H: 26.622 14.314 -14.055
H: 14.008 13.571 -12.836
H: 14.916 10.994 -13.319
H: 20.377 16.919 2.776
H: 24.254 18.970 -15.671
H: 22.155 22.020 -1.347
H: 22.079 18.610 -4.363
H: 9.514 10.969 -14.896
H: 7.739 12.208 -13.664
H: 25.959 16.379 -13.245
H: 20.572 15.600 1.671
H: 26.706 13.914 -12.284
H: 21.988 16.611 2.006
H: 14.250 8.237 -16.356
H: 30.791 12.142 -3.144
H: 20.509 18.554 -3.564
H: 20.831 19.570 -15.414
H: 23.598 20.563 -16.217
H: 27.394 14.333 -7.182
H: 20.573 16.487 -21.635
H: 30.224 10.575 -2.436
H: 15.581 13.149 -13.462
H: 10.583 12.313 -14.371
H: 25.077 12.610 -6.227
H: 19.286 15.894 -20.410
H: 19.539 17.971 -19.506
H: 11.722 9.570 -16.377
H: 15.987 16.764 -7.751
H: 14.518 9.668 -15.560
H: 25.226 12.413 -0.852
H: 17.023 15.235 -5.547
H: 30.090 10.788 -4.881
H: 19.442 17.329 0.553
H: 15.344 16.609 -6.133
H: 25.202 20.112 -16.450
H: 25.859 14.035 -8.055
H: 19.356 18.983 -15.833
H: 19.915 18.860 -14.119
H: 24.187 11.531 -3.694
H: 19.006 17.327 -21.431

These are the Löwdin partial charges, in e, on atoms 1 to 99: atom 1 (Cl): 0.599, atom 2 (P): 0.388, atom 3 (P): 0.547, atom 4 (P): 0.485, atom 5 (P): 0.486, atom 6 (O): -0.183, atom 7 (O): -0.240, atom 8 (O): -0.167, atom 9 (O): 0.114, atom 10 (O): 0.049, atom 11 (O): -0.137, atom 12 (O): -0.221, atom 13 (O): -0.167, atom 14 (O): -0.218, atom 15 (O): -0.243, atom 16 (O): -0.177, atom 17 (O): -0.262, atom 18 (O): 0.107, atom 19 (O): -0.168, atom 20 (O): -0.399, atom 21 (O): -0.203, atom 22 (O): 0.063, atom 23 (O): -0.180, atom 24 (O): -0.403, atom 25 (O): -0.188, atom 26 (O): -0.188, atom 27 (O): -0.399, atom 28 (O): 0.059, atom 29 (O): -0.400, atom 30 (O): -0.187, atom 31 (O): 0.170, atom 32 (C): -0.087, atom 33 (C): -0.085, atom 34 (C): -0.269, atom 35 (C): -0.051, atom 36 (C): -0.318, atom 37 (C): -0.265, atom 38 (C): -0.289, atom 39 (C): -0.082, atom 40 (C): -0.038, atom 41 (C): -0.278, atom 42 (C): -0.259, atom 43 (C): -0.395, atom 44 (C): -0.064, atom 45 (C): -0.060, atom 46 (C): -0.269, atom 47 (C): -0.097, atom 48 (C): -0.146, atom 49 (C): -0.060, atom 50 (C): -0.098, atom 51 (C): -0.062, atom 52 (C): -0.675, atom 53 (C): -0.366, atom 54 (C): -0.497, atom 55 (C): -0.286, atom 56 (C): -0.075, atom 57 (C): -0.374, atom 58 (C): -0.110, atom 59 (C): -0.081, atom 60 (C): -0.099, atom 61 (C): -0.167, atom 62 (H): 0.071, atom 63 (H): 0.137, atom 64 (H): 0.066, atom 65 (H): 0.115, atom 66 (H): 0.141, atom 67 (H): 0.109, atom 68 (H): 0.126, atom 69 (H): 0.087, atom 70 (H): 0.120, atom 71 (H): 0.096, atom 72 (H): 0.073, atom 73 (H): 0.070, atom 74 (H): 0.098, atom 75 (H): 0.117, atom 76 (H): 0.105, atom 77 (H): 0.072, atom 78 (H): 0.080, atom 79 (H): 0.120, atom 80 (H): 0.079, atom 81 (H): 0.116, atom 82 (H): 0.076, atom 83 (H): 0.110, atom 84 (H): 0.131, atom 85 (H): 0.116, atom 86 (H): 0.121, atom 87 (H): 0.073, atom 88 (H): 0.117, atom 89 (H): 0.133, atom 90 (H): 0.135, atom 91 (H): 0.079, atom 92 (H): 0.117, atom 93 (H): 0.076, atom 94 (H): 0.077, atom 95 (H): 0.063, atom 96 (H): 0.089, atom 97 (H): 0.109, atom 98 (H): 0.065, atom 99 (H): 0.131


[2]
A 2-piece molecular cluster, C6H17N3S overall in a non-equilibrium geometry, computed with wB97M-V/def2-TZVPD.

Output
- Energy relative to the best compared isomer or geometry (same formula, charge and spin): 3.1217 eV
- Net charge: +2

Positions of all 27 atoms, in Å:
S: -3.457 1.005 0.076
N: -1.543 0.453 1.713
N: -1.876 -0.697 -1.654
N: -1.274 -0.527 -0.409
C: 0.323 0.552 -0.938
C: 1.106 1.064 0.238
C: 1.649 0.051 1.264
C: -1.970 0.312 0.516
C: -1.014 -1.868 0.290
C: 2.168 1.661 -0.611
H: 2.387 -0.599 0.655
H: -0.369 1.280 -1.537
H: -0.458 -1.915 1.243
H: -0.656 0.036 1.939
H: 2.677 0.813 -1.020
H: 0.905 -0.656 1.678
H: -3.453 0.371 -1.167
H: 0.713 -0.346 -1.414
H: 2.182 0.500 2.045
H: 0.614 1.792 0.729
H: -2.223 1.011 2.195
H: -2.301 -1.626 -1.673
H: -1.166 -0.475 -2.371
H: 1.866 2.354 -1.454
H: -0.604 -2.620 -0.503
H: -1.981 -2.321 0.469
H: 2.937 2.163 -0.068

Charges in e, computed with Löwdin, in the same order as the atoms: atom 1 (S): 1.074, atom 2 (N): 0.230, atom 3 (N): 0.056, atom 4 (N): -0.281, atom 5 (C): 0.153, atom 6 (C): -0.432, atom 7 (C): -0.003, atom 8 (C): -0.695, atom 9 (C): 0.035, atom 10 (C): -0.044, atom 11 (H): 0.144, atom 12 (H): 0.182, atom 13 (H): 0.098, atom 14 (H): 0.104, atom 15 (H): 0.093, atom 16 (H): 0.047, atom 17 (H): -0.028, atom 18 (H): 0.135, atom 19 (H): 0.088, atom 20 (H): 0.102, atom 21 (H): 0.145, atom 22 (H): 0.139, atom 23 (H): 0.131, atom 24 (H): 0.142, atom 25 (H): 0.159, atom 26 (H): 0.108, atom 27 (H): 0.119


[3]
C21H28N2O4 in the gas phase in a non-equilibrium geometry, computed with wB97M-V/def2-TZVPD.

Output
- Energy relative to the best compared isomer or geometry (same formula, charge and spin): 0.8405 eV

Positions of all 55 atoms, in Å:
O: -1.984 -1.047 1.994
O: 6.937 0.029 0.779
O: 6.169 0.813 -1.246
O: 0.956 0.590 -0.930
N: -1.381 0.590 0.566
N: 0.789 -1.373 0.203
C: -1.260 2.973 1.069
C: -2.016 1.666 1.302
C: 4.731 -0.675 1.648
C: -0.860 -3.102 0.542
C: -2.304 -3.558 0.338
C: -3.593 2.262 -0.572
C: -1.078 -1.550 -1.404
C: 5.584 -0.143 0.711
C: -0.641 -1.662 0.063
C: 1.461 -0.302 -0.261
C: 7.314 0.635 -0.440
C: -2.539 -1.959 -1.564
C: -3.484 1.805 0.879
C: -2.732 -3.403 -1.116
C: -1.418 -0.679 0.982
C: 3.787 0.286 -0.847
C: -1.400 3.461 -0.373
C: 3.381 -0.739 1.315
C: -2.870 3.592 -0.761
C: 5.116 0.333 -0.518
C: 2.912 -0.280 0.090
H: -0.185 -3.759 -0.014
H: -2.952 -2.959 0.977
H: -0.924 -0.539 -1.778
H: 2.692 -1.122 2.052
H: -0.617 -3.163 1.605
H: -2.951 3.916 -1.801
H: 8.038 -0.010 -0.963
H: -0.446 -2.217 -1.996
H: 1.308 -2.045 0.746
H: -2.395 -4.601 0.648
H: 7.779 1.612 -0.237
H: -3.169 -1.304 -0.958
H: -3.981 0.843 1.017
H: -0.770 0.841 -0.202
H: -3.345 4.351 -0.135
H: -0.902 2.766 -1.051
H: -3.969 2.533 1.532
H: -3.148 1.508 -1.226
H: -2.837 -1.844 -2.608
H: -1.983 1.393 2.365
H: -0.902 4.427 -0.475
H: -4.645 2.365 -0.847
H: 5.096 -1.021 2.600
H: -1.662 3.728 1.747
H: -2.132 -4.062 -1.750
H: -3.778 -3.693 -1.226
H: -0.204 2.831 1.309
H: 3.411 0.664 -1.783

Charges in e, computed with Löwdin, in the same order as the atoms: atom 1 (O): 0.073, atom 2 (O): 0.042, atom 3 (O): 0.042, atom 4 (O): 0.043, atom 5 (N): 0.130, atom 6 (N): 0.160, atom 7 (C): -0.142, atom 8 (C): -0.301, atom 9 (C): 0.018, atom 10 (C): -0.125, atom 11 (C): -0.184, atom 12 (C): -0.200, atom 13 (C): -0.117, atom 14 (C): -0.200, atom 15 (C): -0.341, atom 16 (C): -0.419, atom 17 (C): -0.153, atom 18 (C): -0.180, atom 19 (C): -0.143, atom 20 (C): -0.198, atom 21 (C): -0.421, atom 22 (C): 0.079, atom 23 (C): -0.195, atom 24 (C): -0.032, atom 25 (C): -0.204, atom 26 (C): -0.187, atom 27 (C): -0.131, atom 28 (H): 0.127, atom 29 (H): 0.108, atom 30 (H): 0.104, atom 31 (H): 0.114, atom 32 (H): 0.122, atom 33 (H): 0.107, atom 34 (H): 0.141, atom 35 (H): 0.133, atom 36 (H): 0.132, atom 37 (H): 0.113, atom 38 (H): 0.141, atom 39 (H): 0.112, atom 40 (H): 0.112, atom 41 (H): 0.091, atom 42 (H): 0.113, atom 43 (H): 0.103, atom 44 (H): 0.119, atom 45 (H): 0.104, atom 46 (H): 0.114, atom 47 (H): 0.147, atom 48 (H): 0.110, atom 49 (H): 0.109, atom 50 (H): 0.120, atom 51 (H): 0.119, atom 52 (H): 0.113, atom 53 (H): 0.109, atom 54 (H): 0.116, atom 55 (H): 0.133


[4]
C4H7NO in the gas phase in a non-equilibrium geometry, computed with wB97M-V/def2-TZVPD.

Output
- Energy relative to the best compared isomer or geometry (same formula, charge and spin): 5.1231 eV

Positions of all 13 atoms, in Å:
O: 1.473 0.007 -0.318
N: -1.469 -0.007 -0.700
C: 0.674 1.174 0.090
C: 0.660 -1.167 0.020
C: -0.741 0.652 0.327
C: -0.613 -0.690 0.420
H: -0.942 -1.570 1.138
H: 0.804 2.005 -0.773
H: 0.704 1.762 1.103
H: -2.276 0.079 -0.340
H: 0.978 -1.397 0.961
H: -1.242 1.240 0.983
H: 0.598 -1.940 -0.768

Charges in e, computed with Löwdin, in the same order as the atoms: atom 1 (O): -0.113, atom 2 (N): 0.176, atom 3 (C): -0.123, atom 4 (C): -0.165, atom 5 (C): -0.368, atom 6 (C): -0.260, atom 7 (H): 0.196, atom 8 (H): 0.161, atom 9 (H): 0.139, atom 10 (H): -0.007, atom 11 (H): 0.093, atom 12 (H): 0.117, atom 13 (H): 0.153


| no. | Kohn-Sham gap (eV) |
| --- | --- |
| 1 | 8.235 |
| 2 | 10.235 |
| 3 | 9.188 |
| 4 | 10.697 |